{
  "formula": "C4H10N3",
  "method": "ωB97M-V with the def2-TZVPD basis set",
  "multiplicity": 1,
  "gap_ev": 9.3,
  "relative_energy_ev": 4.383,
  "fmax_ev_per_a": 4.52,
  "homo_energy_ev": -14.026,
  "total_charge": 1,
  "total_energy_ev": -8770.2164,
  "lumo_energy_ev": -4.7,
  "smiles": "CN1CC[NH+]=NC1",
  "species": ["N", "N", "N", "C", "C", "C", "C", "H", "H", "H", "H", "H", "H", "H", "H", "H", "H"],
  "xyz": [[-0.844, 1.179, -0.629], [0.661, 0.254, 0.221], [-1.604, 0.168, -0.702], [1.895, 0.287, -0.614], [-0.120, 1.318, 0.622], [-1.535, -0.847, 0.270], [0.062, -1.012, 0.395], [0.450, 2.255, 0.781], [2.537, 1.123, -0.335], [0.350, -1.800, -0.344], [2.652, -0.567, -0.540], [0.097, -1.509, 1.326], [-1.902, -1.914, 0.034], [-1.824, -0.208, -1.696], [-1.777, -0.430, 1.226], [-0.633, 1.276, 1.650], [1.535, 0.427, -1.664]]
}



{
  "formula": "C4H12",
  "method": "ωB97M-V with the def2-TZVPD basis set",
  "multiplicity": 1,
  "gap_ev": 12.5,
  "relative_energy_ev": 0.562,
  "fmax_ev_per_a": 2.36,
  "homo_energy_ev": -11.308,
  "total_energy_ev": -4341.9665,
  "lumo_energy_ev": 1.2,
  "smiles": "CC.CC",
  "species": ["C", "C", "C", "C", "H", "H", "H", "H", "H", "H", "H", "H", "H", "H", "H", "H"],
  "xyz": [[-1.324, -1.767, 0.656], [1.184, 1.412, -0.587], [0.750, 2.314, 0.597], [-0.584, -1.986, -0.667], [-1.840, -2.657, 1.020], [-2.162, -1.058, 0.598], [0.286, 0.855, -0.845], [0.865, 3.351, 0.183], [-0.933, -1.306, -1.428], [0.485, -1.842, -0.462], [-0.326, 2.259, 0.754], [1.331, 2.291, 1.515], [2.070, 0.796, -0.434], [-0.665, -1.426, 1.453], [-0.604, -3.058, -0.922], [1.377, 2.030, -1.467]]
}



{
  "formula": "C28H31Cl3IrNOP",
  "method": "ωB97M-V with the def2-TZVPD basis set",
  "s2": 8.81,
  "multiplicity": 6,
  "gap_ev": [3.2, 5.3],
  "relative_energy_ev": 1.392,
  "fmax_ev_per_a": 4.95,
  "homo_energy_ev": [1.345, -0.727],
  "total_charge": -2,
  "total_energy_ev": -82766.7234,
  "lumo_energy_ev": [4.6, 4.6],
  "species": ["Ir", "Cl", "Cl", "Cl", "P", "O", "N", "C", "C", "C", "C", "C", "C", "C", "C", "C", "C", "C", "C", "C", "C", "C", "C", "C", "C", "C", "C", "C", "C", "C", "C", "C", "C", "C", "C", "H", "H", "H", "H", "H", "H", "H", "H", "H", "H", "H", "H", "H", "H", "H", "H", "H", "H", "H", "H", "H", "H", "H", "H", "H", "H", "H", "H", "H", "H", "H"],
  "xyz": [[-0.538, 0.438, -1.361], [0.754, -1.535, -1.168], [-1.994, -1.515, -1.617], [-2.746, 0.623, -0.611], [0.246, 0.025, 1.959], [-0.784, 2.577, -0.967], [0.035, 0.433, 0.402], [0.182, -0.988, -4.142], [-2.037, -3.280, 2.809], [-2.357, -1.038, -4.531], [4.002, -0.585, 3.398], [-1.097, -0.424, -4.046], [2.255, -1.804, 1.602], [3.494, -2.370, 1.847], [-3.499, -1.366, 2.814], [1.862, -0.640, 2.297], [-0.078, 1.412, 3.017], [-2.440, -0.539, 2.449], [-1.936, 1.981, -3.665], [-0.663, 3.727, 3.375], [0.467, -2.368, -4.625], [-1.160, -1.106, 2.284], [-0.420, 2.672, 2.484], [-0.313, 2.249, 5.289], [1.057, 2.439, -3.234], [-0.028, 1.199, 4.411], [-3.303, -2.729, 3.026], [1.137, -0.077, -3.637], [-1.010, 0.879, -3.336], [2.768, 0.002, 3.157], [0.440, 1.094, -3.101], [2.601, -0.246, -3.621], [-0.948, -2.481, 2.451], [4.364, -1.765, 2.750], [-0.617, 3.512, 4.755], [-0.275, -3.086, -4.237], [0.242, 0.211, 4.788], [0.111, 2.818, -0.669], [-1.876, -4.337, 2.973], [0.440, -2.378, -5.728], [-0.878, 4.730, 2.984], [-4.478, -0.928, 2.977], [-3.189, -0.327, -4.427], [2.474, 0.943, 3.628], [5.304, -2.233, 2.962], [3.046, 0.589, -3.076], [-2.972, 1.658, -3.515], [-1.769, 2.286, -4.719], [2.051, 2.454, -2.761], [-4.137, -3.367, 3.328], [3.010, -0.242, -4.639], [1.144, 2.720, -4.302], [4.679, -0.110, 4.101], [1.463, -2.692, -4.285], [-2.621, -1.895, -3.912], [1.591, -2.212, 0.844], [-0.797, 4.327, 5.445], [0.424, 3.161, -2.702], [-2.259, -1.337, -5.589], [-2.609, 0.528, 2.300], [3.742, -3.280, 1.318], [-0.490, 2.813, 1.405], [-1.762, 2.805, -2.975], [2.909, -1.178, -3.123], [0.050, -2.906, 2.331], [-0.265, 2.056, 6.362]]
}



{
  "formula": "C9H14O",
  "method": "ωB97M-V with the def2-TZVPD basis set",
  "multiplicity": 1,
  "gap_ev": 9.2,
  "relative_energy_ev": 0.478,
  "fmax_ev_per_a": 1.32,
  "homo_energy_ev": -8.336,
  "total_energy_ev": -11607.1584,
  "lumo_energy_ev": 0.8,
  "smiles": "Cc1ccc(O)cc1.CC",
  "species": ["O", "C", "C", "C", "C", "C", "C", "C", "C", "C", "H", "H", "H", "H", "H", "H", "H", "H", "H", "H", "H", "H", "H", "H"],
  "xyz": [[-1.011, 2.192, 2.222], [-0.091, -0.668, 0.106], [-2.265, 0.975, 0.638], [4.446, -0.178, -1.640], [0.031, 0.394, 0.994], [3.195, -0.471, -0.780], [-2.368, -0.023, -0.302], [-1.085, 1.133, 1.357], [-1.317, -0.922, -0.499], [-1.458, -2.085, -1.446], [-0.878, -1.912, -2.353], [3.093, -1.546, -0.659], [5.041, -1.057, -1.907], [2.305, 0.022, -1.149], [-0.107, 2.296, 2.530], [4.186, 0.281, -2.594], [-1.102, -3.013, -1.000], [-2.484, -2.273, -1.765], [3.400, -0.047, 0.200], [0.665, -1.442, 0.074], [0.969, 0.585, 1.500], [-3.225, -0.092, -0.962], [5.170, 0.435, -1.106], [-3.060, 1.699, 0.766]]
}



{
  "formula": "C25H45CoN2P3SSe",
  "method": "ωB97M-V with the def2-TZVPD basis set",
  "s2": 6.02,
  "multiplicity": 5,
  "gap_ev": [8.1, 6.5],
  "relative_energy_ev": 0.386,
  "fmax_ev_per_a": 6.04,
  "homo_energy_ev": [-15.377, -15.867],
  "total_charge": 3,
  "total_energy_ev": -171283.0988,
  "lumo_energy_ev": [-7.3, -9.4],
  "species": ["Se", "Co", "S", "P", "P", "P", "N", "N", "C", "C", "C", "C", "C", "C", "C", "C", "C", "C", "C", "C", "C", "C", "C", "C", "C", "C", "C", "C", "C", "C", "C", "C", "C", "H", "H", "H", "H", "H", "H", "H", "H", "H", "H", "H", "H", "H", "H", "H", "H", "H", "H", "H", "H", "H", "H", "H", "H", "H", "H", "H", "H", "H", "H", "H", "H", "H", "H", "H", "H", "H", "H", "H", "H", "H", "H", "H", "H", "H"],
  "xyz": [[1.032, 1.961, 0.208], [-0.607, 0.375, 0.624], [-1.940, 0.596, -1.796], [-3.585, -2.460, -2.766], [0.747, -1.297, 0.064], [-1.509, -0.350, 2.343], [2.485, 1.942, 2.693], [3.882, 1.684, 1.047], [5.982, 1.330, 2.419], [3.752, 1.783, 3.281], [4.649, 1.686, 2.222], [4.090, 1.404, 4.589], [-1.002, 1.660, -4.191], [-1.122, -2.029, 3.008], [5.435, 1.087, 4.816], [1.392, -0.979, -1.626], [0.289, -3.078, -0.164], [4.471, 1.497, -0.266], [-2.842, 1.312, 0.216], [2.268, -1.558, 1.038], [-3.320, -0.469, 2.676], [-3.551, 1.266, -1.132], [0.272, 3.730, -4.356], [-3.316, -2.652, -0.894], [-1.025, 3.214, -2.307], [2.546, 1.831, 1.337], [-1.976, -2.851, -3.571], [-1.021, 0.846, 3.655], [-0.287, 4.121, -3.105], [-1.235, 1.928, -2.825], [-5.175, -3.011, -3.468], [-0.092, 2.486, -4.886], [6.373, 1.071, 3.749], [-2.667, 2.328, 0.560], [5.508, 1.856, -0.200], [-3.677, -1.024, -3.053], [-5.995, -2.636, -2.825], [2.098, -1.467, 2.112], [-1.623, -2.768, 2.362], [-3.506, -3.707, -0.555], [-1.402, 0.740, -4.607], [5.774, 0.797, 5.823], [0.069, 0.789, 3.833], [-1.647, -1.967, -4.139], [-0.011, 5.085, -2.672], [3.313, 1.351, 5.362], [-1.282, 1.867, 3.317], [-4.447, 0.592, -1.247], [0.600, -1.121, -2.373], [-3.558, -0.585, 3.738], [-0.041, -2.219, 3.010], [-5.330, -2.575, -4.475], [-3.814, 0.455, 2.361], [7.421, 0.816, 3.952], [-2.270, -2.383, -0.541], [1.772, 0.043, -1.727], [3.927, 2.097, -1.007], [1.604, 2.052, 3.208], [3.033, -0.829, 0.772], [-3.724, -1.312, 2.104], [1.031, 4.381, -4.866], [6.657, 1.281, 1.558], [-2.091, -3.668, -4.289], [-1.554, 0.632, 4.601], [2.668, -2.563, 0.853], [-4.008, -1.986, -0.322], [-1.518, -2.141, 4.032], [-0.144, -3.519, 0.743], [-1.325, 3.441, -1.300], [4.495, 0.440, -0.583], [-3.799, 2.236, -1.537], [2.208, -1.683, -1.839], [-3.531, 0.737, 0.866], [-0.407, -3.232, -0.998], [0.429, 2.124, -5.785], [-5.337, -4.080, -3.611], [-1.166, -3.105, -2.857], [1.206, -3.651, -0.390]]
}



{
  "formula": "C2H25FeO17P",
  "method": "ωB97M-V with the def2-TZVPD basis set",
  "s2": 8.77,
  "multiplicity": 6,
  "gap_ev": [5.7, 5.0],
  "fmax_ev_per_a": 7.21,
  "homo_energy_ev": [-4.895, -4.502],
  "total_charge": -1,
  "total_energy_ev": -80965.9985,
  "lumo_energy_ev": [0.8, 0.5],
  "species": ["Fe", "P", "O", "O", "O", "O", "O", "O", "O", "O", "O", "O", "O", "O", "O", "O", "O", "O", "O", "C", "C", "H", "H", "H", "H", "H", "H", "H", "H", "H", "H", "H", "H", "H", "H", "H", "H", "H", "H", "H", "H", "H", "H", "H", "H", "H"],
  "xyz": [[1.826, -2.961, -1.108], [3.271, -2.716, 1.932], [-0.611, -0.757, 0.869], [-3.142, 2.535, 0.346], [3.218, 2.388, -0.643], [1.234, -0.068, 3.200], [-1.711, -1.839, -3.205], [2.805, -2.425, 0.487], [-2.975, -2.467, 2.096], [-0.901, 4.215, 1.176], [4.587, -3.391, 2.101], [-0.086, -3.225, 1.964], [3.769, -1.374, 2.613], [0.821, -3.252, -2.929], [0.526, -1.388, -0.855], [-1.974, 0.686, 3.041], [2.193, -3.082, 3.042], [-1.015, 2.050, -3.514], [1.147, 3.426, -2.834], [0.049, -0.458, -0.188], [0.150, 1.006, -0.594], [0.929, -3.497, -3.848], [-1.538, 0.103, 2.418], [-0.566, 3.482, 1.693], [0.796, -3.161, 2.330], [-2.034, -2.642, 2.083], [-3.758, 2.626, -0.381], [0.838, 1.058, -1.438], [0.416, 2.846, -3.051], [-2.828, 1.633, 0.284], [0.727, -0.234, 2.405], [-0.125, -3.157, -2.816], [0.605, 1.528, 0.247], [-1.329, 2.802, -4.015], [-0.769, 1.489, -0.926], [-2.589, -1.802, -2.826], [1.820, 3.216, -3.481], [-1.651, 3.853, 0.704], [1.198, 0.881, 3.314], [-1.155, -1.390, -2.569], [3.185, 1.874, 0.164], [-1.771, 1.777, -2.993], [-0.200, -2.414, 1.469], [-3.045, -1.519, 1.980], [2.558, 3.070, -0.521], [-2.893, 0.677, 2.775]]
}



{
  "formula": "CH6NO4",
  "method": "ωB97M-V with the def2-TZVPD basis set",
  "multiplicity": 1,
  "gap_ev": 8.7,
  "relative_energy_ev": 0.967,
  "fmax_ev_per_a": 6.37,
  "homo_energy_ev": -4.501,
  "total_charge": -1,
  "total_energy_ev": -10816.4961,
  "lumo_energy_ev": 4.2,
  "species": ["O", "O", "O", "O", "N", "C", "H", "H", "H", "H", "H", "H"],
  "xyz": [[0.252, 1.078, -0.165], [0.614, -2.194, 0.675], [0.946, 0.734, 2.561], [-1.449, -0.414, -0.096], [-0.751, 0.660, -2.037], [-0.711, 0.413, -0.678], [0.973, -2.231, -0.183], [-0.082, 1.389, -2.311], [1.050, 0.831, 1.663], [0.270, 1.250, 2.761], [-0.084, -1.513, 0.505], [-1.028, -0.003, -2.696]]
}



{
  "formula": "C6H3Br2NO2",
  "method": "ωB97M-V with the def2-TZVPD basis set",
  "multiplicity": 1,
  "gap_ev": 9.6,
  "relative_energy_ev": 0.000,
  "fmax_ev_per_a": 3.01,
  "homo_energy_ev": -10.012,
  "total_energy_ev": -151938.7660,
  "lumo_energy_ev": -0.4,
  "species": ["Br", "Br", "O", "O", "N", "C", "C", "C", "C", "C", "C", "H", "H", "H"],
  "xyz": [[1.466, 2.007, 0.900], [2.474, -0.944, 1.561], [-0.063, 0.978, -2.524], [-1.229, 1.260, -0.629], [1.346, -2.534, -1.703], [-1.403, 0.634, 0.632], [1.096, 0.155, 0.864], [-0.291, -0.395, 0.763], [0.880, -1.604, -1.224], [-0.312, 0.647, -1.408], [0.299, -0.477, -0.628], [-0.513, -1.292, 1.329], [-2.390, 0.161, 0.660], [-1.360, 1.406, 1.408]]
}